Entry from the Open Molecules 2025 dataset: C5H8O2 in the gas phase (ωB97M-V/def2-TZVPD).

Geometry (Å):
O (-1.677, 0.229, 1.433)
C (-0.996, 0.171, 0.261)
C (0.045, -0.890, 0.207)
C (1.116, -0.415, 1.230)
C (1.566, 0.611, 0.166)
O (0.167, 1.416, 0.234)
C (1.028, -0.412, -0.884)
H (-2.333, 0.938, 1.411)
H (-1.637, 0.291, -0.624)
H (0.221, 1.905, -0.607)
H (-0.331, -1.916, 0.219)
H (0.766, -0.009, 2.186)
H (1.867, -1.189, 1.400)
H (0.621, 0.004, -1.822)
H (1.760, -1.181, -1.135)

Löwdin population analysis, charges in e, atoms 1 to 5: 0.058, -0.245, -0.253, -0.147, -0.139


Entry from the Open Molecules 2025 dataset: a molecular structure, C5H8O2 (ωB97M-V/def2-TZVPD).

Geometry (Å):
O (1.449, 0.908, 1.261)
C (1.019, 1.262, -0.034)
C (0.834, 0.045, -0.943)
C (-0.447, -0.718, -0.728)
O (-0.533, -1.052, 0.968)
C (-1.741, -0.057, -0.745)
C (-1.994, -0.275, 0.506)
H (0.801, 0.275, 1.603)
H (1.801, 1.902, -0.451)
H (0.087, 1.844, -0.010)
H (1.697, -0.619, -0.827)
H (0.791, 0.365, -1.992)
H (-0.422, -1.729, -1.139)
H (-0.700, -1.992, 1.167)
H (-2.642, -0.157, 1.363)

Löwdin population analysis, charges in e, atoms 1 to 5: -0.065, -0.263, -0.146, -0.217, -0.114


Entry from the Open Molecules 2025 dataset: C5H8O2 in the gas phase at a distorted geometry (ωB97M-V/def2-TZVPD).

Geometry (Å):
C (0.254, -1.322, -1.102)
C (0.212, -0.227, -0.062)
C (-0.371, -0.649, 1.274)
C (1.147, 0.798, -0.136)
O (0.806, 1.960, 0.355)
C (-0.810, 1.782, 0.006)
O (-1.653, 2.014, 0.812)
H (-0.764, -1.617, -1.373)
H (0.761, -1.006, -2.016)
H (0.764, -2.216, -0.727)
H (-0.190, 0.087, 2.056)
H (-1.452, -0.787, 1.193)
H (0.082, -1.594, 1.588)
H (2.013, 0.803, -0.803)
H (-0.799, 1.975, -1.066)

Computed properties:
SMILES string: CC(C)=COC=O

Löwdin population analysis, charges in e, atoms 1 to 5: -0.068, -0.350, -0.061, -0.189, -0.019


no.,HOMO (eV),frontier orbital gap (Eh)
1,-7.0,0.2712
2,-8.9,0.3370
3,-8.5,0.3255